Entry w
The following is a quantum chemistry calculation of 17 unconnected molecules or ions with the total composition H34O17, from the Open Molecules 2025 dataset.

The geometry in XYZ format:
```
51
Properties=species:S:1:pos:R:3
O 3.3080 22.4000 -11.1960
H 3.7910 23.2730 -11.1080
H 4.1110 21.8890 -11.3280
O -1.0890 24.4250 -9.6050
H -0.1400 24.4380 -9.5490
H -1.1190 24.3830 -10.5410
O 0.6080 20.4060 -14.7240
H 0.0760 19.8000 -15.2750
H 0.6210 19.9090 -13.8850
O 2.2580 22.8040 -13.6630
H 2.7580 22.0720 -14.0500
H 2.7000 22.8410 -12.8540
O 3.3220 19.4910 -10.9890
H 4.0300 18.8490 -11.1890
H 2.5760 19.3410 -11.4890
O -1.3370 21.7110 -8.8950
H -1.0670 21.6510 -8.0340
H -1.2030 22.6130 -9.1890
O 1.3720 23.6200 -9.1390
H 1.7280 22.7430 -9.2540
H 1.8050 23.8360 -8.3070
O -0.4360 23.1920 -14.5810
H 0.5070 23.2170 -14.6420
H -0.7500 23.9110 -15.0900
O 4.1490 20.6270 -13.5270
H 3.9120 20.2140 -12.7110
H 5.0060 20.3470 -13.7620
O -0.1670 24.3690 -12.0960
H 0.0690 24.0850 -12.9370
H 0.5160 24.9730 -11.7780
O 0.4400 18.6960 -10.4130
H -0.3790 19.1220 -10.7340
H 0.7360 19.2630 -9.7590
O 1.5920 18.8210 -12.8180
H 1.0830 18.8190 -12.0180
H 1.7100 17.8960 -13.0470
O 1.6530 20.9250 -9.0430
H 1.3540 21.0550 -9.9310
H 2.4490 20.4860 -9.2250
O -1.8360 21.1030 -13.4470
H -0.9230 21.1890 -13.7360
H -2.2790 21.7100 -14.0790
O 0.6970 21.3500 -11.7730
H 0.1300 22.1040 -11.6750
H 1.2710 21.4350 -12.5360
O -2.9300 23.5620 -11.9920
H -2.1490 23.9300 -12.2770
H -3.3610 24.3000 -11.5920
O -1.8730 19.7810 -10.8610
H -1.9230 20.4800 -10.2180
H -1.8600 20.2790 -11.6650
```

Output
HOMO-LUMO gap   10.04 eV
E_LUMO   -0.00653 hartree

---

Entry x
The following is a quantum chemistry calculation of 17 unconnected molecules or ions with the total composition H34O17, from the Open Molecules 2025 dataset.

The geometry in XYZ format:
```
51
Properties=species:S:1:pos:R:3
O -27.3725 6.2361 -17.3796
H -27.7271 6.9718 -16.8750
H -27.5062 6.4424 -18.3175
O -26.3986 5.7668 -14.5464
H -26.2172 5.1147 -13.8709
H -27.3452 5.9533 -14.5464
O -28.9745 6.2129 -14.7750
H -29.8174 5.7402 -14.8612
H -29.3019 7.0968 -14.9383
O -29.4860 4.8055 -12.2570
H -29.1110 4.4243 -13.0564
H -29.0282 4.4401 -11.5134
O -29.1613 4.2792 -16.9797
H -28.8910 3.8530 -17.7739
H -28.7162 5.1355 -17.0574
O -23.9636 4.5394 -12.5342
H -24.1314 5.4590 -12.2609
H -23.1167 4.3807 -12.2386
O -23.0939 7.1644 -13.9985
H -22.4113 6.5948 -14.2865
H -23.8464 7.0975 -14.5377
O -28.2740 3.3895 -14.5262
H -28.7327 3.5592 -15.3734
H -28.4299 2.4633 -14.3519
O -26.2829 3.6035 -17.0637
H -26.2784 4.0095 -17.9168
H -26.7290 4.2025 -16.4305
O -27.7897 7.1753 -12.3324
H -28.3298 6.5171 -12.7311
H -28.3005 7.6388 -11.6778
O -25.7462 2.3544 -14.4174
H -25.1106 2.7148 -14.9810
H -26.5265 2.9468 -14.3627
O -27.6564 9.2938 -13.9632
H -27.8970 9.0315 -14.8420
H -27.5836 8.4888 -13.3953
O -23.7743 4.0795 -15.1720
H -23.7615 4.2498 -14.2394
H -22.9096 3.6450 -15.2000
O -24.6446 6.0175 -16.9213
H -25.5813 5.9388 -17.0867
H -24.4271 5.3295 -16.3287
O -26.5124 4.1594 -11.8303
H -25.5403 4.1030 -12.0418
H -26.4966 4.8148 -11.1378
O -25.0671 6.9804 -12.1178
H -26.0189 6.8447 -12.3290
H -24.6613 7.4409 -12.8487
O -25.3665 8.2460 -15.0760
H -25.8958 7.4636 -15.0429
H -25.7913 8.9127 -14.5305
```

Output
HOMO-LUMO gap   9.27 eV
E_LUMO   -0.02357 hartree

---

Stability verdict: entry w, ahead by 6.8 kJ/mol

---

Entry w
The following is a quantum chemistry calculation of a single C8H14O2 molecule, from the Open Molecules 2025 dataset.

The geometry in XYZ format:
```
24
Properties=species:S:1:pos:R:3
C 0.3998 1.2277 1.9355
C 1.0214 2.2266 1.4390
C 0.0462 0.1549 0.9612
C 0.4832 1.0027 -0.3138
C -2.0030 -1.0385 -0.1535
C 1.4760 -0.8728 -1.7352
C -1.4730 -0.1888 1.0470
C 1.6294 0.6371 -1.3002
O 0.6994 -1.1541 0.9998
O -0.5352 1.5982 -0.9517
H 0.2417 1.1308 2.9539
H 1.6588 3.0793 1.7474
H -2.8006 -1.7849 0.0970
H -1.0447 -1.6303 -0.5316
H -2.4530 -0.3168 -0.8403
H 2.0782 -1.0114 -2.7653
H 0.4431 -1.1993 -1.8522
H 2.1528 -1.4977 -1.0739
H -1.3770 -0.7840 2.0417
H -2.0969 0.7191 1.1132
H 1.4341 1.1746 -2.2010
H 2.5989 0.8146 -0.9253
H 0.4344 -1.7380 1.7206
H -1.1932 1.7957 -0.2804
```

Output
HOMO-LUMO gap   8.31 eV
E_LUMO   0.02605 hartree

---

Entry x
The following is a quantum chemistry calculation of 2 unconnected molecules or ions with the total composition C8H14O2, from the Open Molecules 2025 dataset.

The geometry in XYZ format:
```
24
Properties=species:S:1:pos:R:3
C -2.2485 0.3921 1.0238
C -1.2585 -0.2742 0.0587
C -1.9933 -0.9891 -1.0148
C 0.0186 -0.1597 0.2139
O 0.9377 0.2459 1.1683
C 1.3932 -0.6668 0.1729
C 1.6817 -2.0895 0.6431
C 2.3508 -0.0208 -0.7395
H -3.0744 0.3974 0.3686
H -2.3166 -0.1100 1.9162
H -1.9629 1.4244 1.1918
H -2.2484 -0.1845 -1.7258
H -1.4119 -1.7656 -1.5324
H -2.9413 -1.4838 -0.7398
H 2.4472 -2.1276 1.3416
H 2.0590 -2.7027 -0.1735
H 0.8282 -2.4172 1.1519
H 2.3053 1.1139 -0.6988
H 2.1338 -0.3037 -1.7546
H 3.3327 -0.3234 -0.4312
C -0.0017 3.0469 -0.1316
O 0.0272 2.0014 -0.7471
H 0.9366 3.5611 0.1652
H -0.9945 3.4357 0.2731
```

Output
Structure (SMILES)   CC(C)=C1OC1(C)C.C=O
HOMO-LUMO gap   8.89 eV
E_LUMO   0.02972 hartree

---

Stability verdict: entry x, ahead by 135.0 kJ/mol

---

Entry w
The following is a quantum chemistry calculation of a single C8H14O2 molecule, from the Open Molecules 2025 dataset.

The geometry in XYZ format:
```
24
Properties=species:S:1:pos:R:3
C 3.1763 0.8125 0.1198
C 1.8705 0.7300 -0.6393
O 1.4151 1.6917 -1.2313
C 1.2951 -0.6133 -0.7081
C 0.1981 -1.1426 -0.1351
O -0.0665 -2.4389 -0.4233
C -1.0476 -0.1274 0.1260
C -2.2071 -0.9834 0.6477
C -1.5004 0.5962 -1.1438
C -0.6389 0.8680 1.2109
H 3.0243 0.4644 1.1312
H 3.5448 1.8431 0.0898
H 3.9243 0.1768 -0.3547
H 1.9553 -1.3349 -1.1803
H -0.8606 -2.7293 0.0472
H -2.5892 -1.6655 -0.1135
H -3.0277 -0.3189 0.9189
H -1.9281 -1.5481 1.5379
H -0.7369 1.2834 -1.4991
H -2.3962 1.1811 -0.9289
H -1.7304 -0.1198 -1.9325
H -0.2734 0.3574 2.0990
H -1.5112 1.4517 1.5034
H 0.1103 1.5658 0.8578
```

Output
Structure (SMILES)   CC(=O)/C=C(/O)C(C)(C)C
HOMO-LUMO gap   9.58 eV
E_LUMO   0.02494 hartree

---

Entry x
The following is a quantum chemistry calculation of a single C8H14O2 molecule, from the Open Molecules 2025 dataset.

The geometry in XYZ format:
```
24
Properties=species:S:1:pos:R:3
C 0.9349 -1.8993 0.6979
C 0.4400 -0.7507 -0.1191
C -0.0438 0.5085 0.5803
C 0.5399 1.7995 0.0722
C 1.9796 1.5382 -0.3349
O 2.4276 1.6002 -1.4717
O 2.8170 1.4696 0.7321
C -1.0944 -0.2914 -0.1554
C -2.1715 -0.8983 0.7039
C -1.5848 0.1145 -1.5242
H 1.7688 -2.3877 0.1816
H 0.1620 -2.6549 0.8594
H 1.3101 -1.5590 1.6682
H 0.9043 -0.7508 -1.1016
H -0.0394 0.4841 1.6672
H 0.5170 2.5630 0.8586
H -0.0032 2.1915 -0.7917
H 3.7064 1.4447 0.3251
H -1.8120 -1.2129 1.6893
H -2.9660 -0.1651 0.8840
H -2.6353 -1.7667 0.2265
H -1.9855 -0.7601 -2.0491
H -2.3839 0.8585 -1.4466
H -0.7879 0.5247 -2.1520
```

Output
Structure (SMILES)   C[C@@H]1[C@@H](CC(=O)O)C1(C)C
HOMO-LUMO gap   10.14 eV
E_LUMO   0.02953 hartree

---

Stability verdict: entry x, ahead by 66.2 kJ/mol

---

Entry w
The following is a quantum chemistry calculation of a single C3H8N2S molecule, from the Open Molecules 2025 dataset.

The geometry in XYZ format:
```
14
Properties=species:S:1:pos:R:3
H -0.1657 0.9239 -1.0536
N -1.0270 1.0674 -0.5457
C -1.3163 -0.1680 -0.2008
N -2.5816 -0.2824 0.1594
S -0.2684 -1.4601 -0.1698
C 1.3204 -0.5678 -0.5262
C 1.6694 0.4246 0.4782
H -3.1288 0.6583 0.1909
H -3.1251 -1.0249 0.8364
H 2.1304 -1.3111 -0.4063
H 1.4498 0.1420 -1.4247
H 1.8075 -0.4572 1.3855
H 0.7215 0.9665 1.0247
H 2.5139 1.0890 0.2519
```

Output
Structure (SMILES)   [H]/N=C(/N)SCC
HOMO-LUMO gap   9.32 eV
E_LUMO   0.02660 hartree

---

Entry x
The following is a quantum chemistry calculation of a molecular structure, C3H8N2S, from the Open Molecules 2025 dataset.

The geometry in XYZ format:
```
14
Properties=species:S:1:pos:R:3
C 1.5322 -0.3703 0.6323
C 1.3798 -0.3490 -0.8996
C 0.3216 0.1614 -0.0456
N -2.3883 -0.1198 0.0514
N -1.3181 -0.9428 -0.0503
S -0.2491 1.8544 0.0251
H 1.5558 -1.2943 1.2127
H 2.4551 0.1892 0.8800
H 1.9072 0.4893 -1.2953
H 1.2038 -1.2888 -1.4654
H -2.1612 0.8983 -0.3458
H -2.5766 0.1501 0.9491
H -1.1766 -1.2804 -0.9444
H -0.4855 1.9025 1.2957
```

Output
HOMO-LUMO gap   9.41 eV
E_LUMO   0.02670 hartree

---

Stability verdict: entry w, ahead by 149.0 kJ/mol

---

Entry w
The following is a quantum chemistry calculation of a molecular structure, C16H18IrN3O5S2Se2, from the Open Molecules 2025 dataset.

The geometry in XYZ format:
```
47
Properties=species:S:1:pos:R:3
Ir 0.1259 0.4759 -0.7054
O -1.1342 2.5379 -0.1644
C -2.5281 2.7686 -0.2876
C -3.3366 1.5075 0.0680
C -4.7767 1.9987 0.3948
O -5.5839 0.8936 0.7062
C -3.4832 0.5223 -1.0993
Se -1.9135 -0.0882 -2.1533
C -2.8400 0.8421 1.3550
Se -1.1019 -0.0978 1.4138
H -0.6374 3.3330 -0.4087
H -2.7752 3.0831 -1.3077
H -2.8042 3.5685 0.4126
H -5.1775 2.5395 -0.4743
H -4.7336 2.6970 1.2454
H -6.4879 1.1988 0.8427
H -4.1474 0.9563 -1.8492
H -3.9619 -0.3831 -0.7184
H -3.5839 0.0972 1.6479
H -2.7920 1.5917 2.1465
S 1.7179 2.0670 -1.7144
C 2.1068 2.3406 -0.0784
N 3.1962 1.7146 0.4747
C 3.5757 1.9866 1.7315
C 2.9000 2.9275 2.4651
C 1.7801 3.5192 1.8486
N 1.4146 3.2437 0.6254
H 3.5988 0.9010 -0.0259
H 4.4298 1.4455 2.1121
H 3.1897 3.1823 3.4700
H 1.1545 4.2258 2.3746
O 1.7363 -0.8794 0.8938
S 2.3836 -1.4055 -0.3033
O 3.6382 -0.7398 -0.5707
N 1.2891 -1.1946 -1.4912
C 0.6946 -2.3479 -1.8500
O -0.3697 -2.4128 -2.4409
C 1.4991 -3.5259 -1.3837
C 1.3801 -4.8482 -1.7840
C 2.2814 -5.7728 -1.2718
C 3.2729 -5.3926 -0.3800
C 3.3784 -4.0736 0.0501
C 2.4773 -3.1725 -0.4611
H 0.6190 -5.1364 -2.4930
H 2.2139 -6.8045 -1.5852
H 3.9771 -6.1277 -0.0255
H 4.1376 -3.7619 0.7485
```

Output
Spin multiplicity   2
HOMO-LUMO gap (spin up / spin down)   6.03 / 5.13 eV
E_LUMO (spin up / spin down)   -0.17722 / -0.19274 hartree
Expectation value of S²   0.766
Total charge   +1

---

Entry x
The following is a quantum chemistry calculation of a molecular structure, C16H18IrN3O5S2Se2, from the Open Molecules 2025 dataset.

The geometry in XYZ format:
```
47
Properties=species:S:1:pos:R:3
Ir 0.1454 0.9228 -0.0441
O 2.0587 1.5240 1.4716
C 2.5264 2.8615 1.4811
C 2.7143 3.3666 0.0375
C 3.7700 4.5132 0.1105
O 3.9665 5.1607 -1.1104
C 3.3088 2.2636 -0.8457
Se 2.1018 0.8859 -1.5890
C 1.4335 3.9699 -0.5660
Se -0.2937 3.3187 0.1609
H 1.9417 1.2130 2.3777
H 3.4919 2.9052 2.0007
H 1.8208 3.5169 2.0088
H 4.7085 4.1104 0.5081
H 3.4029 5.2750 0.8066
H 4.6494 4.7219 -1.6277
H 4.0737 1.7224 -0.2890
H 3.7680 2.7049 -1.7342
H 1.4030 3.7793 -1.6382
H 1.4345 5.0514 -0.4232
S -1.7709 0.0384 -1.2983
C -3.3359 0.2665 -0.6680
N -3.9130 -0.6841 0.1315
C -5.2193 -0.6223 0.4349
C -5.9712 0.4357 -0.0046
C -5.2947 1.4290 -0.7451
N -4.0286 1.3279 -1.0613
H -3.3626 -1.4813 0.4612
H -5.6136 -1.4450 1.0147
H -7.0210 0.5048 0.2214
H -5.7963 2.3190 -1.0996
O -2.6316 -3.0006 -1.6051
S -2.1528 -3.1865 -0.2697
O -3.1692 -3.4157 0.7279
N -1.3578 -1.8073 0.2051
C -0.0836 -2.0163 0.4798
O 0.7145 -1.1149 0.7916
C 0.3141 -3.4426 0.3355
C 1.5654 -3.9924 0.5702
C 1.7403 -5.3540 0.3617
C 0.6954 -6.1432 -0.0992
C -0.5579 -5.5912 -0.3528
C -0.7233 -4.2487 -0.1165
H 2.3769 -3.3677 0.9096
H 2.7005 -5.8072 0.5618
H 0.8482 -7.1992 -0.2631
H -1.3771 -6.1884 -0.7213
```

Output
Spin multiplicity   2
HOMO-LUMO gap (spin up / spin down)   5.81 / 5.21 eV
E_LUMO (spin up / spin down)   -0.17453 / -0.19313 hartree
Expectation value of S²   1.037
Total charge   +1

---

Stability verdict: entry w, ahead by 120.4 kJ/mol

---

Entry w
The following is a quantum chemistry calculation of 2 unconnected molecules or ions with the total composition H6N2, from the Open Molecules 2025 dataset.

The geometry in XYZ format:
```
8
Properties=species:S:1:pos:R:3
N 1.3099 -0.2309 0.8481
H 0.9801 -0.2786 1.8174
H 0.5162 -0.4830 0.2505
H 1.5275 0.7520 0.6555
N -0.8620 0.2226 -0.8091
H -1.3765 -0.1641 -0.0114
H -0.5589 -0.5717 -1.3816
H -1.5363 0.7537 -1.3694
```

Output
Structure (SMILES)   N.N
HOMO-LUMO gap   10.30 eV
E_LUMO   0.03620 hartree

---

Entry x
The following is a quantum chemistry calculation of 2 unconnected molecules or ions with the total composition H6N2, from the Open Molecules 2025 dataset.

The geometry in XYZ format:
```
8
Properties=species:S:1:pos:R:3
N 1.9995 -0.6669 -0.3398
H 1.8403 0.2987 -0.0576
H 1.0706 -0.9825 -0.6190
H 2.2218 -1.2030 0.4900
N -1.7663 0.7735 -0.1513
H -2.7128 0.5260 0.1127
H -1.2566 -0.0891 -0.0399
H -1.3966 1.3433 0.6049
```

Output
Structure (SMILES)   N.N
HOMO-LUMO gap   11.23 eV
E_LUMO   0.03207 hartree

---

Entry y
The following is a quantum chemistry calculation of 2 unconnected molecules or ions with the total composition H6N2, from the Open Molecules 2025 dataset.

The geometry in XYZ format:
```
8
Properties=species:S:1:pos:R:3
N -0.7220 1.2675 0.0065
H -0.1592 1.4464 -0.8312
H -0.4294 1.9496 0.7134
H -1.6937 1.4868 -0.2349
N 1.0263 -1.5962 0.1438
H 0.8286 -0.5922 0.2023
H 0.3911 -2.0636 0.7985
H 0.7583 -1.8982 -0.7984
```

Output
Structure (SMILES)   N.N
HOMO-LUMO gap   10.53 eV
E_LUMO   0.03650 hartree

---

Stability verdict: entry y, ahead by 6.9 kJ/mol